# 1
ORCA calculation (the ωB97M-V functional and the def2-TZVPD basis) on a 7-piece molecular cluster, C38H97N7O12 overall in a non-equilibrium geometry.

Structure (XYZ):
```
154
Properties=species:S:1:pos:R:3:forces:R:3
C 3.24732 -0.67472 13.22864 -1.32 -0.04 -1.31
O 2.85014 -1.61916 12.16954 1.78 0.10 1.52
C 4.03202 -1.97661 11.39398 -2.06 -0.19 -0.02
C 3.47365 -2.86515 10.24436 0.83 2.63 -2.26
C 2.89896 -1.93820 9.09268 0.98 -0.22 -0.22
N 2.47112 -3.84481 10.61737 1.10 0.37 0.11
H 4.21103 -0.83789 13.71105 0.24 -0.23 -0.56
H 2.52430 -0.64702 14.04386 -0.32 -0.37 -0.28
H 3.15671 0.26327 12.68085 0.64 0.50 0.60
H 4.46970 -1.05434 11.01194 0.19 -0.01 -0.24
H 4.76262 -2.47893 12.02802 0.00 -0.23 0.11
H 4.36086 -3.21505 9.71660 0.00 -1.08 0.36
H 2.66346 -2.52998 8.20813 -1.73 -0.64 0.63
H 3.63061 -1.44368 8.45375 1.21 0.81 1.09
H 2.22861 -1.14753 9.42967 -0.53 -0.52 -0.24
H 2.99549 -4.62295 10.99106 -0.26 -0.42 0.30
H 2.06134 -3.35886 11.40225 -0.75 -0.45 0.43
C -0.43841 -1.80411 0.19516 0.45 0.73 -0.37
O -1.77715 -1.97588 -0.25645 2.08 -0.35 0.28
C -2.38813 -0.75055 -0.53511 -0.85 -0.28 0.39
C -3.61620 -1.14921 -1.28559 -0.02 -0.17 -1.00
C -3.31417 -1.83979 -2.66526 0.17 0.47 0.57
N -4.48278 0.01844 -1.41749 -0.58 -0.46 0.05
H 0.05463 -1.04463 -0.41164 0.06 0.13 -0.34
H 0.20305 -2.68044 0.10210 -0.66 -0.40 0.01
H -0.33618 -1.40374 1.20381 -0.47 -0.22 0.39
H -2.67668 -0.29654 0.41290 -0.11 0.39 0.11
H -1.83558 -0.00602 -1.10822 0.76 -0.22 -0.16
H -4.06288 -1.90496 -0.63951 -0.49 0.08 -0.07
H -2.41719 -2.45713 -2.71450 0.00 -0.09 0.56
H -3.14199 -1.07120 -3.41874 -0.33 0.10 -0.14
H -4.14915 -2.48747 -2.93248 -0.09 0.21 -0.22
H -3.99345 0.87371 -1.63926 0.33 -0.06 -0.05
H -5.12461 -0.14829 -2.17930 -0.25 0.15 0.00
C -11.85324 -5.56882 -0.56451 1.15 0.48 -1.88
O -10.72304 -5.10518 -1.37850 -1.10 0.53 1.65
C -9.65742 -4.71040 -0.53602 1.40 -1.06 -1.44
C -8.78080 -5.96332 -0.29902 1.17 0.10 1.56
N -8.90429 -6.78232 0.95768 -0.53 1.38 0.91
C -8.70535 -5.84738 2.12244 -1.27 -1.40 0.56
C -8.77709 -6.61571 3.47416 0.08 0.67 -0.85
O -8.87809 -5.74964 4.57790 -1.09 0.24 0.58
C -7.76036 -5.03423 4.95392 1.34 0.81 0.08
H -12.55913 -5.78632 -1.36608 -0.49 -0.21 0.61
H -12.17554 -4.73689 0.06168 -0.22 -0.23 0.19
H -11.55301 -6.45906 -0.01183 -0.21 0.04 0.19
H -9.85981 -4.02437 0.28647 -0.63 -0.48 0.35
H -9.00750 -4.11585 -1.17805 -0.01 0.18 -0.20
H -7.74122 -5.65594 -0.18554 0.29 0.65 -0.86
H -8.87537 -6.55231 -1.21130 -0.08 -0.24 0.27
H -8.07534 -7.35503 1.02794 0.02 -0.50 -0.57
H -9.58906 -5.21078 2.16586 0.37 0.49 -0.16
H -7.76020 -5.30445 2.11833 0.02 0.39 -0.44
H -7.88147 -7.22789 3.58004 -0.01 -0.50 0.08
H -9.71130 -7.17706 3.48868 0.32 -0.35 -0.03
H -6.88080 -5.67386 5.02700 0.26 -0.12 -0.18
H -7.81733 -4.51112 5.90849 -0.87 -0.68 0.46
H -7.53474 -4.16295 4.33904 0.09 -0.18 -0.88
C 15.78992 -4.50920 1.35874 1.30 0.89 0.38
O 14.76889 -5.40104 1.18731 -1.53 -1.16 -0.94
C 14.38397 -5.57899 -0.16837 -1.66 -1.03 -0.28
C 12.97560 -6.32397 -0.31534 0.83 2.09 1.64
N 11.85778 -5.49960 0.24715 2.34 -0.28 -3.02
C 10.76677 -6.25863 0.69456 0.29 0.24 1.19
C 9.60211 -5.30196 0.95586 0.09 -0.37 1.31
O 10.10614 -3.96387 1.29545 -1.44 -0.72 -0.58
C 8.98389 -3.11049 1.54207 -0.29 -0.52 0.31
H 16.31898 -4.80460 2.26480 0.11 0.18 0.01
H 15.46450 -3.47369 1.45855 -0.37 0.19 0.18
H 16.50041 -4.47794 0.53271 0.21 -0.38 -0.19
H 15.08784 -6.19372 -0.72940 0.44 -0.21 0.23
H 14.35813 -4.63360 -0.71028 -0.28 0.34 0.15
H 12.99743 -7.27670 0.21375 0.36 -0.22 0.19
H 12.87291 -6.56048 -1.37440 -0.34 0.25 -0.14
H 12.12766 -4.72537 0.83692 0.06 -0.40 0.03
H 11.08361 -6.74758 1.61578 -0.38 -0.10 0.90
H 10.59052 -7.15358 0.09780 -0.56 0.54 -0.79
H 9.13518 -5.72856 1.84361 -0.36 0.32 0.39
H 8.79594 -5.34698 0.22364 0.36 0.70 -0.62
H 8.33497 -3.56316 2.29182 -0.07 -0.15 0.26
H 8.34433 -2.97592 0.66975 0.21 -0.01 -0.39
H 9.23610 -2.12457 1.93252 0.68 -0.19 -0.21
C -7.70735 3.41379 -15.17156 0.00 1.16 -1.17
O -7.50259 2.04866 -15.09844 -0.19 -1.40 -0.26
C -8.34415 1.41410 -14.16667 0.26 -0.99 1.24
C -8.01941 -0.06861 -13.84091 1.39 0.06 -1.09
N -6.67068 -0.32260 -13.29387 -0.91 0.43 2.87
C -6.72067 -0.08414 -11.74388 1.78 0.58 -0.95
C -5.30932 0.02124 -11.02896 -0.02 -0.91 -2.21
O -4.63395 1.20120 -11.44541 0.97 0.45 -0.32
C -3.19966 1.12577 -11.25034 -0.44 0.41 0.94
H -7.45407 3.97814 -14.27410 0.29 -0.17 0.23
H -8.69998 3.74650 -15.47501 -0.69 -0.54 0.32
H -7.14241 3.75628 -16.03855 0.59 0.12 0.33
H -9.39737 1.36845 -14.44367 -0.19 0.73 -0.27
H -8.17217 1.95779 -13.23772 -0.65 0.17 0.40
H -7.94527 -0.67757 -14.74188 -0.89 0.18 -0.41
H -8.80200 -0.47022 -13.19720 0.03 0.04 0.02
H -6.11278 0.33889 -13.81472 0.74 0.29 0.60
H -7.30260 -0.90656 -11.32784 0.21 -0.12 -0.05
H -7.23268 0.83712 -11.46600 -0.26 0.22 -0.25
H -4.67670 -0.77240 -11.42647 -0.22 -0.66 0.09
H -5.32276 -0.11782 -9.94795 -0.41 0.38 0.20
H -3.04181 0.91083 -10.19346 0.26 -0.10 0.15
H -2.68348 2.06337 -11.45668 -0.80 0.46 0.01
H -2.58070 0.43615 -11.82429 -0.86 -0.78 -0.42
C 4.28709 4.42159 2.05591 0.54 -2.87 2.64
O 4.36109 5.18268 0.99143 -0.50 2.91 -4.54
C 4.02326 4.52386 -0.26037 -0.19 0.29 1.08
C 2.47376 4.42564 -0.31398 1.39 -0.78 -0.57
N 1.99845 4.15186 -1.65409 -0.57 0.57 -0.80
C 2.13296 5.27215 -2.59271 0.07 -1.33 -0.29
C 2.32972 4.66479 -4.02265 -0.54 1.76 -0.24
O 3.58321 4.09508 -4.19661 2.04 -1.95 -0.92
C 3.79637 3.48822 -5.54921 -0.60 0.43 1.57
H 5.21856 3.85774 2.00542 0.19 -0.75 1.20
H 3.46210 3.70998 2.08915 -0.31 -0.24 -0.30
H 4.17258 4.96459 2.99407 0.42 0.42 -0.13
H 4.56643 3.59195 -0.41727 -0.21 -0.65 0.72
H 4.45968 5.08365 -1.08757 -0.46 0.73 0.22
H 2.17639 5.37925 0.12224 -0.62 0.14 -0.57
H 2.04734 3.65141 0.32385 0.39 -0.04 0.23
H 2.43035 3.38927 -2.15611 0.36 -0.55 0.98
H 2.99258 5.87657 -2.30316 0.01 0.40 -0.38
H 1.19879 5.82271 -2.48176 0.17 0.48 -0.65
H 2.32292 5.45471 -4.77371 -0.78 0.51 0.00
H 1.51979 3.97404 -4.25713 -0.19 -0.25 0.14
H 3.62938 4.24871 -6.31200 -0.35 -0.11 -0.05
H 3.17448 2.59752 -5.63858 -0.61 0.32 -0.21
H 4.78887 3.07212 -5.72215 0.35 0.59 0.86
C -2.30949 3.71652 6.40475 0.10 -1.26 -0.60
O -2.40563 5.06682 6.04894 -0.86 -1.81 1.08
C -1.19848 5.54440 5.60517 0.08 2.69 -0.08
C -1.57878 7.03550 5.42960 1.74 0.22 -1.37
N -0.38520 7.85935 5.34915 0.22 -0.13 -1.04
C -0.48463 9.12112 4.59161 2.08 0.66 2.56
C 0.96490 9.63525 4.31953 -0.05 -0.84 -0.84
O 1.65936 9.94969 5.52468 -1.30 -0.13 -0.33
C 3.00611 10.38903 5.42505 -0.79 -0.79 -0.38
H -3.24047 3.22986 6.69552 -0.29 0.76 0.23
H -1.55770 3.50594 7.16541 0.08 0.31 0.29
H -2.01079 3.14125 5.52843 0.27 -0.17 -0.29
H -0.81076 5.08520 4.69584 -0.38 -0.09 -0.42
H -0.34718 5.50541 6.28479 -0.15 -0.35 0.78
H -2.29295 7.36069 6.18612 -0.17 -0.24 0.03
H -1.97337 7.13779 4.41868 -0.77 -0.08 0.20
H 0.04508 8.06658 6.23910 -0.09 -0.09 0.05
H -0.77296 9.85099 5.34808 -0.88 0.65 -0.28
H -1.17292 9.16836 3.74773 0.34 -0.47 -0.02
H 0.89957 10.47580 3.62865 0.13 0.51 0.15
H 1.53934 8.86479 3.80523 -0.01 -0.31 -0.20
H 3.24810 10.81480 4.45125 -0.41 1.04 0.12
H 3.69674 9.54630 5.39463 0.09 -0.33 0.82
H 3.04735 11.01462 6.31669 1.04 0.21 -0.44
```
Positions in Å, forces in eV/Å.

F_max ... 5.418 eV Å⁻¹
HOMO energy ... -0.2971 Ha
LUMO level ... 0.49 eV
SMILES ... COC[C@H](C)N.COC[C@H](C)N.COCCNCCOC.COCCNCCOC.COCCNCCOC.COCCNCCOC.COCCNCCOC
Energy above the lowest of the compared OMol25 structures with the same formula, charge and spin ... 164.50 kcal per mole
Frontier orbital gap ... 8.58 eV

=====

# 2
ORCA calculation (the ωB97M-V functional and the def2-TZVPD basis) on a 8-piece molecular cluster, C38H98N6O12 overall in a non-equilibrium geometry.

Structure (XYZ):
```
154
Properties=species:S:1:pos:R:3:forces:R:3
C 3.23981 5.10173 -1.83514 0.71 0.73 -0.15
C 4.21277 5.71995 -0.79129 1.33 -2.22 -1.33
C 5.74461 5.66614 -1.17177 -0.81 -1.78 0.37
O 4.00564 7.05358 -0.61084 -1.50 2.07 0.08
H 3.45647 4.06768 -2.10329 -0.13 -0.15 0.51
H 3.32317 5.61904 -2.79093 0.07 0.37 -0.19
H 2.21911 5.25628 -1.48529 -0.05 -0.36 0.01
H 3.92066 5.19807 0.11998 0.81 0.02 0.39
H 6.00476 6.15393 -2.11117 -0.47 0.62 0.12
H 6.07842 4.64831 -1.37352 0.06 -0.33 0.35
H 6.31633 6.06408 -0.33340 0.03 0.11 -0.21
H 3.86216 7.34113 -1.51545 -0.08 0.87 0.01
C 4.99113 0.01855 -3.94269 0.07 0.05 -0.14
C 4.10123 -0.19314 -2.72379 0.15 0.09 -0.52
C 4.71639 0.34858 -1.48385 0.62 0.06 1.18
O 2.83019 0.40523 -2.97048 0.87 -0.30 -0.33
H 4.86962 -0.81476 -4.63474 -0.07 0.26 -0.27
H 6.05341 0.10251 -3.71331 0.04 -0.30 0.36
H 4.76298 0.97247 -4.41815 -0.34 -0.08 -0.14
H 4.00048 -1.26609 -2.56029 -0.31 -0.30 -0.16
H 4.05850 0.24107 -0.62145 -0.39 0.40 -0.07
H 5.07101 1.37364 -1.59156 -0.21 0.14 0.06
H 5.56602 -0.25940 -1.17306 0.36 -0.05 -0.30
H 2.25103 0.05137 -2.29154 -1.03 0.15 0.23
C -5.76878 2.41286 -0.54630 0.83 -0.28 -0.40
O -4.58631 3.25138 -0.66940 -1.59 0.08 0.71
C -4.84125 4.60561 -0.23826 1.65 -0.84 0.74
C -3.45332 5.22611 0.01834 -0.87 0.72 -1.01
N -2.81039 5.60128 -1.23419 1.61 -0.17 -0.21
C -1.39378 5.96982 -1.07928 -0.46 0.77 0.20
C -0.73257 6.29165 -2.39741 -0.57 0.57 1.65
O -0.67284 5.11225 -3.12171 0.17 0.00 -1.26
C -0.20392 5.35871 -4.43111 0.44 -0.09 -0.81
H -5.44259 1.37283 -0.53954 0.26 -0.01 -0.22
H -6.42860 2.54243 -1.40417 -0.14 0.20 -0.05
H -6.34167 2.48087 0.37851 0.19 0.73 0.19
H -5.28877 4.62323 0.75548 -0.57 -0.32 -0.01
H -5.47604 5.13112 -0.95170 0.18 0.21 -0.09
H -2.86654 4.58981 0.68085 0.06 -0.47 -0.12
H -3.58882 6.16151 0.56127 -0.16 0.14 0.17
H -2.72217 4.83057 -1.88098 -0.76 -0.47 0.02
H -0.73110 5.23011 -0.63007 -0.25 -0.61 0.41
H -1.31953 6.85089 -0.44187 -0.06 0.18 0.10
H 0.23927 6.67860 -2.09099 0.58 0.03 -0.51
H -1.28070 7.09435 -2.89070 -0.11 -0.05 -0.44
H -0.34191 4.48731 -5.07120 0.10 0.07 0.16
H 0.85511 5.61491 -4.46154 0.35 -0.14 0.35
H -0.67786 6.19178 -4.95023 -0.58 0.18 0.32
C 2.16730 -0.43214 5.07145 -0.31 -1.12 0.98
O 1.40732 -1.61136 5.32810 0.02 -0.18 0.44
C 0.43703 -1.94882 4.37783 0.41 -1.51 -0.65
C 0.16228 -3.49059 4.45355 -0.34 0.27 -0.74
N -0.71856 -3.97468 3.36747 1.78 -0.63 0.12
C -0.93020 -5.45242 3.47218 -0.98 2.31 0.68
C -1.57190 -5.96614 2.21758 0.72 -1.34 -0.75
O -1.97531 -7.34275 2.28998 0.50 -0.38 0.75
C -0.92254 -8.32727 2.51948 -1.12 1.22 -0.40
H 3.01234 -0.63438 4.41335 -0.11 0.07 -0.37
H 2.57334 -0.28406 6.07210 0.18 0.85 -0.18
H 1.52794 0.38025 4.72600 0.15 0.18 0.01
H 0.88847 -1.82398 3.39360 -0.31 0.31 -0.47
H -0.44915 -1.32036 4.46624 -0.25 -0.05 -0.01
H -0.15793 -3.87265 5.42288 -0.42 0.50 0.50
H 1.11829 -3.99758 4.32283 0.39 0.15 -0.15
H -1.51086 -3.36643 3.21779 -0.44 -0.53 0.42
H -1.57623 -5.64090 4.32963 -0.28 -0.36 0.24
H 0.02179 -5.92215 3.71953 0.16 0.01 -0.41
H -0.84247 -5.86642 1.41378 0.24 -0.01 -0.26
H -2.44699 -5.42400 1.85923 -0.10 0.15 0.50
H -0.43967 -8.29173 3.49604 -0.13 0.41 0.22
H -0.16381 -8.16613 1.75367 0.14 -0.43 -0.14
H -1.44116 -9.28435 2.46346 0.27 0.00 -0.34
C -3.26598 -1.14081 -2.03732 -0.18 -1.37 0.39
O -2.39277 -0.20108 -2.57638 -0.72 1.52 -0.20
C -3.08335 1.04389 -2.85255 0.02 -0.31 -0.21
C -2.14798 2.22172 -2.98574 -0.42 -0.16 -0.66
N -1.44178 2.31598 -4.27799 0.11 0.51 1.05
C -0.33679 1.38414 -4.29369 0.13 -1.55 -0.52
C 0.26814 1.31432 -5.66626 1.31 0.42 -0.39
O 1.00412 2.51584 -6.00959 -0.08 1.10 -0.11
C 2.36383 2.69037 -5.55794 -1.00 -1.04 0.43
H -4.20372 -1.31524 -2.56488 -0.18 0.60 -0.44
H -3.52050 -0.93596 -0.99744 0.00 0.10 0.11
H -2.78683 -2.11822 -2.09386 0.29 -0.01 0.25
H -3.84075 1.36146 -2.13589 0.38 -0.63 1.01
H -3.73472 0.91497 -3.71696 0.41 -0.07 -0.70
H -1.44259 2.24942 -2.15523 0.02 -0.04 0.32
H -2.83804 3.05421 -2.84831 0.29 0.35 -0.29
H -0.95823 3.20178 -4.23750 -0.55 0.23 -0.14
H -0.74553 0.40153 -4.05807 0.11 -0.20 -0.08
H 0.45689 1.53369 -3.56170 0.04 0.40 0.30
H -0.52426 1.17889 -6.40237 0.00 0.45 -0.12
H 0.96500 0.49354 -5.83604 0.03 -0.41 0.53
H 2.77695 3.66129 -5.83134 -0.41 -0.09 -0.74
H 2.94011 1.84997 -5.94490 0.42 0.14 -0.11
H 2.47818 2.68454 -4.47397 -0.35 -0.35 0.30
C 0.26710 -3.29913 -2.44740 -0.20 -0.19 -0.35
O 1.04859 -3.84930 -1.42520 0.43 0.03 1.07
C 0.56865 -3.53194 -0.09191 2.31 0.44 -0.18
C 1.77233 -3.63478 0.90877 -0.94 -1.12 -0.63
N 2.76926 -2.62037 0.74822 -0.27 0.78 0.69
C 3.83625 -2.72695 1.75475 0.06 1.23 -1.19
C 4.48334 -1.32106 1.99978 0.68 -1.31 0.76
O 5.43087 -1.35979 3.09489 0.37 -0.44 0.26
C 6.63601 -2.11872 2.86838 -0.55 0.30 -0.54
H -0.79680 -3.48844 -2.30471 -0.20 -0.36 -0.02
H 0.62519 -3.78155 -3.35687 -0.25 0.12 -0.14
H 0.33928 -2.21759 -2.56210 0.39 0.24 0.15
H -0.22578 -4.24004 0.14385 -0.23 0.55 0.29
H 0.36386 -2.46147 -0.10790 -1.04 -0.18 0.35
H 2.20441 -4.62793 0.78605 0.16 -0.56 -0.24
H 1.44720 -3.63070 1.94914 -0.57 0.23 -0.12
H 2.98031 -2.44355 -0.22353 0.63 -0.23 0.15
H 4.57328 -3.48930 1.50232 0.33 -0.06 -0.16
H 3.37875 -3.07406 2.68120 -0.09 0.28 0.13
H 3.67132 -0.64729 2.27315 0.19 0.06 0.17
H 5.03729 -0.87758 1.17240 -0.29 -0.33 -0.56
H 6.48151 -3.19450 2.78522 -0.36 -0.10 0.09
H 7.38038 -1.97253 3.65109 -0.50 0.36 0.33
H 7.12928 -1.81434 1.94527 -0.06 0.21 -0.31
C 1.08267 2.34574 -0.48602 0.07 0.45 -0.23
C 0.66635 0.91563 -0.08689 0.47 0.68 1.14
C -0.55023 0.84608 0.84023 -0.30 0.12 -0.14
O -0.94153 -0.51981 1.17616 2.21 1.82 -1.91
C -2.24900 -0.64645 1.55492 -1.06 -0.45 2.30
N 0.37488 0.11870 -1.25654 0.89 -0.18 0.31
H 1.38331 3.01118 0.32325 -0.13 -0.30 0.46
H 0.36802 2.93072 -1.06496 -0.67 -0.28 0.07
H 1.93578 2.35452 -1.16443 0.21 -0.60 0.04
H 1.50337 0.51947 0.48804 0.32 -0.45 -0.27
H -1.29311 1.35361 0.22490 -0.89 -0.18 0.19
H -0.42286 1.46408 1.72902 0.06 -0.17 0.36
H -2.36992 -0.21788 2.54982 -0.21 0.56 0.33
H -2.40535 -1.69404 1.81221 -0.16 -0.06 -0.79
H -3.05567 -0.21329 0.96352 0.32 -0.08 -0.67
H -0.53278 0.45342 -1.54674 -0.31 -0.34 -0.67
H 0.19716 -0.78345 -0.83866 -0.32 -0.42 -0.42
C -4.70987 -5.25369 4.10144 0.78 1.44 0.29
C -5.28425 -3.86173 3.63148 -0.96 -0.79 1.44
C -4.30766 -2.82818 3.09359 0.83 0.34 0.30
O -3.15907 -2.44171 3.91114 -0.10 -0.76 0.08
C -3.43424 -2.02205 5.22928 -1.31 0.30 0.34
N -6.38736 -4.07732 2.69556 0.55 0.21 -0.79
H -4.17053 -5.76526 3.30425 -0.40 -0.13 -0.24
H -5.45929 -5.89344 4.56748 -0.31 0.07 -0.43
H -3.95712 -5.14493 4.88224 0.19 0.32 0.18
H -5.85279 -3.37837 4.42598 0.49 -0.17 0.76
H -4.76906 -1.86719 2.86620 -0.69 -0.26 -0.30
H -3.89804 -3.26103 2.18092 0.32 0.27 -0.18
H -2.56257 -1.90350 5.87289 0.40 -0.83 -0.38
H -4.21288 -2.65346 5.65723 0.42 -0.44 0.47
H -3.88970 -1.03886 5.34762 -0.17 0.53 -0.89
H -6.98669 -4.78144 3.10189 -0.25 -0.04 0.11
H -5.99160 -4.52188 1.87957 -0.10 -0.10 -0.56
```
Positions in Å, forces in eV/Å.

F_max ... 3.442 eV Å⁻¹
HOMO energy (spin up / spin down) ... 0.0262 / -0.2335 Ha
Charge ... -1
LUMO level (spin up / spin down) ... 2.05 / 2.03 eV
Spin multiplicity ... 2
Frontier orbital gap (spin up / spin down) ... 1.34 / 8.38 eV